Record 1
C20H28HgNO2S | ωB97M-V/def2-TZVPD

The geometry in ORCA input format:
```
! wB97M-V def2-TZVPD RIJCOSX def2/J DEFGRID3
* xyz -1 1
O 0.559 0.313 -4.607
C 0.364 1.625 -5.239
C 0.114 1.049 -6.653
H 1.266 2.245 -5.168
H -0.504 2.140 -4.812
C 0.343 -0.323 -5.911
H 0.888 1.297 -7.390
H -0.909 1.190 -7.027
C 1.579 -1.075 -6.390
H 2.454 -0.411 -6.409
H 1.430 -1.487 -7.400
H 1.779 -1.915 -5.709
C -0.885 -1.222 -5.889
H -1.769 -0.659 -5.556
H -0.710 -2.059 -5.196
H -1.092 -1.643 -6.885
Hg 0.031 0.089 3.037
C -2.110 -0.500 4.642
C -1.899 0.952 4.836
C -1.856 1.543 3.506
H -1.624 1.542 5.727
C -2.263 0.542 2.563
C -2.353 -0.723 3.253
H -2.612 -1.704 2.777
H -2.018 -1.288 5.406
H -1.666 2.637 3.313
H -2.516 0.727 1.486
C 1.192 -1.591 4.975
C 0.350 -2.329 4.006
C 0.892 -2.174 2.711
H -0.544 -2.918 4.321
C 2.022 -1.243 2.789
C 2.215 -0.878 4.130
H 2.923 -0.130 4.557
H 1.216 -1.740 6.048
H 0.516 -2.664 1.777
H 2.662 -0.917 1.920
O 0.414 0.630 1.020
C -0.067 -0.328 0.011
C -0.358 0.623 -1.103
H -0.918 -0.908 0.439
H 0.821 -0.966 -0.095
C 0.564 1.845 -0.837
H -1.407 0.945 -1.021
H -0.174 0.132 -2.051
C 0.521 2.055 0.646
H 0.245 2.741 -1.338
H 1.591 1.569 -1.121
H -0.387 2.561 1.024
H 1.430 2.385 1.178
S 0.372 0.389 5.785
C -0.082 0.029 7.374
N -0.029 -0.002 8.547
*
```

## Properties
- LUMO level: 1.8637 eV
- E_HOMO: -1.7535 eV
- Frontier orbital gap: 3.62 eV

Results of the Löwdin charge analysis, in e, for atoms 1 through 4: O -0.1043; C -0.1546; C -0.0714; H 0.1124

---

Record 2
C20H28IN2O2P2Pd | ωB97M-V/def2-TZVPD

The geometry in ORCA input format:
```
! wB97M-V def2-TZVPD RIJCOSX def2/J DEFGRID3
* xyz 1 1
Pd -0.221 -1.177 -0.553
C 1.519 2.055 -3.750
C 0.785 2.537 -2.535
N 0.885 3.792 -2.204
C 0.208 4.254 -1.123
C -0.596 3.470 -0.353
C -1.342 4.079 0.802
O -1.013 3.470 2.057
C -0.686 2.073 -0.645
C -1.578 1.300 0.171
N -1.639 0.016 0.309
C -2.647 -0.561 1.135
C -3.241 0.124 2.195
C -4.232 -0.469 2.958
C -4.654 -1.762 2.688
C -4.061 -2.468 1.654
C -3.064 -1.871 0.900
I -2.216 -3.009 -0.645
C 0.030 1.565 -1.761
O 0.059 0.346 -2.159
H 1.767 2.906 -4.378
H 0.920 1.338 -4.310
H 2.451 1.554 -3.470
H 0.324 5.310 -0.909
H -2.420 3.954 0.688
H -1.156 5.154 0.830
H -0.175 3.836 2.355
H -2.311 1.883 0.716
H -2.913 1.121 2.461
H -4.669 0.086 3.777
H -5.427 -2.226 3.283
H -4.370 -3.482 1.439
C 1.673 -4.002 -1.116
P 1.469 -2.251 -1.518
C 1.386 -2.128 -3.312
C 3.000 -1.431 -0.971
C 2.989 -1.410 0.559
P 1.347 -0.813 1.145
C 1.623 0.925 1.578
C 1.093 -1.625 2.747
H 2.600 -4.384 -1.545
H 0.837 -4.569 -1.526
H 1.686 -4.149 -0.037
H 2.333 -2.438 -3.758
H 1.168 -1.091 -3.562
H 0.589 -2.767 -3.692
H 2.958 -0.418 -1.381
H 3.885 -1.923 -1.378
H 3.785 -0.784 0.964
H 3.139 -2.415 0.961
H 2.372 0.988 2.370
H 0.691 1.378 1.919
H 1.963 1.479 0.703
H 1.960 -1.482 3.394
H 0.918 -2.690 2.600
H 0.215 -1.197 3.232
*
```

## Properties
- LUMO level: -3.2947 eV
- E_HOMO: -10.1910 eV
- Frontier orbital gap: 6.90 eV

Results of the Löwdin charge analysis, in e, for atoms 1 through 4: Pd 0.3745; C -0.0244; C -0.2601; N 0.1266

---

Record 3
C20H28IrNO2S | ωB97M-V/def2-TZVPD

The geometry in ORCA input format:
```
! wB97M-V def2-TZVPD RIJCOSX def2/J DEFGRID3
* xyz 0 5
O 0.073 1.547 -1.004
C 0.709 1.676 -2.376
C -0.335 2.595 -2.958
H 0.749 0.673 -2.839
H 1.714 2.168 -2.378
C -0.911 2.487 -1.527
H -0.975 2.139 -3.727
H 0.066 3.589 -3.222
C -2.309 1.904 -1.478
H -2.299 0.811 -1.628
H -2.928 2.432 -2.225
H -2.722 2.064 -0.485
C -0.760 3.848 -0.900
H 0.294 4.122 -0.817
H -1.234 3.889 0.076
H -1.265 4.575 -1.542
Ir 0.247 -0.581 2.234
C 1.711 -0.197 3.829
C 2.460 -0.823 2.785
C 2.410 0.042 1.634
H 2.904 -1.819 2.864
C 1.483 1.099 1.913
C 1.120 1.003 3.310
H 0.505 1.714 3.850
H 1.560 -0.583 4.844
H 2.958 -0.015 0.706
H 1.139 1.855 1.212
C -1.449 -1.495 3.744
C -1.434 -0.137 3.247
C -1.778 -0.199 1.841
H -1.328 0.747 3.860
C -2.186 -1.552 1.567
C -2.017 -2.318 2.737
H -2.314 -3.353 2.886
H -1.168 -1.790 4.749
H -1.924 0.667 1.212
H -2.659 -1.814 0.637
O -0.829 -1.510 -2.846
C -0.246 -1.619 -1.511
C 1.286 -1.215 -1.591
H -0.364 -2.663 -1.156
H -0.865 -0.993 -0.825
C 1.586 -1.477 -3.098
H 1.955 -1.792 -0.914
H 1.422 -0.155 -1.326
C 0.230 -1.820 -3.780
H 2.261 -2.335 -3.135
H 2.058 -0.649 -3.661
H 0.142 -2.902 -4.002
H 0.014 -1.283 -4.733
S 0.813 -2.401 1.005
C 1.122 -3.634 2.088
N 1.305 -4.524 2.854
*
```

## Properties
- LUMO level (spin up / spin down): 0.3558 / -2.2584 eV
- E_HOMO (spin up / spin down): -5.4074 / -8.0843 eV
- Frontier orbital gap (spin up / spin down): 5.76 / 5.83 eV
- ⟨S²⟩: 6.0254

Results of the Löwdin charge analysis, in e, for atoms 1 through 4: O -0.1190; C -0.1319; C -0.0819; H 0.0795

---

Record 4
C20H28N2O6 | ωB97M-V/def2-TZVPD

The geometry in ORCA input format:
```
! wB97M-V def2-TZVPD RIJCOSX def2/J DEFGRID3
* xyz 0 1
C -0.807 -1.428 3.526
C 0.026 -0.175 3.329
O -0.459 0.517 2.178
C 0.379 1.396 1.595
O 1.505 1.588 1.993
C -0.220 2.013 0.413
C 0.508 2.643 -0.600
C 1.961 2.906 -0.716
N -0.364 3.009 -1.547
C -1.643 2.627 -1.213
C -2.667 2.853 -2.217
O -2.535 3.696 -3.082
C -3.904 1.955 -2.208
O -3.678 0.654 -1.680
C -2.624 -0.021 -2.152
O -1.876 0.399 -2.992
C -2.469 -1.345 -1.421
N -1.247 -1.333 -0.651
C -0.224 -2.189 -0.920
O -0.333 -3.097 -1.713
C 1.042 -1.882 -0.141
C 1.793 -3.163 0.220
C 3.093 -2.830 0.943
C 3.970 -1.925 0.084
C 3.222 -0.647 -0.284
C 1.926 -0.982 -1.015
C -1.591 2.020 0.035
C -2.736 1.618 0.899
H -0.721 -2.084 2.664
H -0.461 -1.957 4.409
H -1.853 -1.164 3.659
H -0.051 0.491 4.195
H 1.085 -0.414 3.179
H 2.144 3.979 -0.767
H 2.475 2.503 0.151
H 2.362 2.451 -1.621
H -0.153 3.454 -2.428
H -4.261 1.888 -3.241
H -4.688 2.396 -1.586
H -3.341 -1.515 -0.782
H -2.362 -2.162 -2.143
H -1.097 -0.562 -0.017
H 0.787 -1.341 0.774
H 2.002 -3.715 -0.698
H 1.162 -3.794 0.850
H 3.628 -3.751 1.182
H 2.866 -2.323 1.885
H 4.249 -2.455 -0.829
H 4.888 -1.676 0.622
H 3.850 -0.019 -0.919
H 2.994 -0.082 0.623
H 2.149 -1.508 -1.945
H 1.383 -0.068 -1.266
H -2.529 1.900 1.928
H -3.650 2.108 0.576
H -2.903 0.542 0.883
*
```

## Properties
- LUMO level: 0.3427 eV
- E_HOMO: -8.7910 eV
- Frontier orbital gap: 9.13 eV

Results of the Löwdin charge analysis, in e, for atoms 1 through 4: C -0.0521; C -0.2159; O -0.0392; C -0.4418